a | C6H11NO2 in the gas phase. Source: the OMol25 dataset; level of theory: the ωB97M-V functional and the def2-TZVPD basis.

ORCA input file:
```
! RIJCOSX wB97M-V def2-TZVPD def2/J DEFGRID3
* xyz 0 1
O 0.15567 -1.99923 -1.00481
O 0.62683 -1.63412 1.26023
N -2.67270 -1.38845 0.69885
C -1.55249 -1.27288 0.54605
C -0.86263 0.64773 -1.23277
C 0.09136 0.39046 -0.09547
C -0.14596 1.21169 1.23663
C 1.54741 0.82858 -0.49005
C -0.15735 -1.07640 0.19010
H -0.65623 1.65327 -1.74470
H 1.01002 -2.30247 -1.01887
H 1.53547 1.75404 -0.90067
H 1.88214 -0.04695 -1.18615
H 2.24456 0.72892 0.31411
H 0.37506 -2.45539 1.69744
H 0.28460 0.75731 2.02169
H -1.90723 0.81991 -1.00706
H 0.16119 2.20352 1.29499
H -1.14906 1.27230 1.32672
H -0.81065 -0.09181 -1.90626
*
```

The SMILES is CC(C)(C)C(O)(O)C#N. As for the HOMO energy: -11.00 eV.

b | A molecular structure, C6H11NO2. Source: the OMol25 dataset; level of theory: the ωB97M-V functional and the def2-TZVPD basis.

ORCA input file:
```
! RIJCOSX wB97M-V def2-TZVPD def2/J DEFGRID3
* xyz 0 1
O 1.84040 0.94542 -0.65292
O 1.45182 -2.11566 -0.67217
N -0.64354 0.44444 0.44804
C 0.62134 -1.08057 -0.29379
C -0.20848 1.22965 1.60713
C -0.47904 -1.03233 0.55575
C -1.30832 -1.79787 1.31068
C -0.06623 0.69772 -2.09768
C 0.66164 0.26404 -0.83525
H 2.04025 -2.33435 0.06197
H -1.59145 0.69808 0.15854
H 1.91304 1.68882 -1.27010
H -0.79403 0.95916 2.48749
H -0.31932 2.29485 1.39863
H -1.02712 0.19195 -2.17355
H -0.22457 1.78087 -2.15033
H 0.84030 0.99990 1.78946
H -1.25328 -2.87545 1.26516
H 0.53768 0.39201 -2.95652
H -1.99112 -1.35069 2.01946
*
```

As for the HOMO energy: -5.89 eV.

c | C6H11NO2 in the gas phase. Source: the OMol25 dataset; level of theory: the ωB97M-V functional and the def2-TZVPD basis.

ORCA input file:
```
! RIJCOSX wB97M-V def2-TZVPD def2/J DEFGRID3
* xyz 0 1
O 1.05633 -0.87495 -2.01588
O 1.49517 0.49627 1.84870
N 1.47364 1.08130 -0.99797
C -1.62710 -0.88734 -1.10459
C -0.56320 -0.15568 -0.29131
C 0.00585 -1.04199 0.77482
C -1.08220 1.18369 0.21829
C 0.77962 -0.06611 -1.15773
C 0.94105 -0.74972 1.68237
H -2.02605 -0.23266 -1.87407
H -2.07218 1.03696 0.65310
H 2.34619 1.15616 -1.49616
H -2.43689 -1.21942 -0.46246
H -1.19601 -1.75122 -1.59544
H 1.35246 1.64726 -0.17426
H -0.44368 1.61361 0.98810
H 1.28544 -1.51205 2.36963
H 2.20624 0.45190 2.49373
H -1.16537 1.89122 -0.61081
H -0.32932 -2.06722 0.75194
*
```

The SMILES is CC(C)(/C=C\O)C(N)=O. As for the HOMO energy: -8.67 eV.

Stability summary: most stable c, least stable b.

a | 2 unconnected molecules or ions with the total composition C6H11NO2. Source: the OMol25 dataset; level of theory: the ωB97M-V functional and the def2-TZVPD basis.

ORCA input file:
```
! RIJCOSX wB97M-V def2-TZVPD def2/J DEFGRID3
* xyz 0 1
O 0.54178 0.74276 -2.81933
O 1.38853 3.21160 -0.55032
N -0.21336 -1.35081 -1.30104
C -1.34285 1.01782 1.37795
C -1.08622 -0.63980 -0.42975
C -0.55297 0.00574 0.60283
C 1.30760 2.59475 -1.54747
C 1.25346 1.92308 -2.65261
C 0.86077 -0.30161 1.09336
H 1.69696 2.28259 -3.55775
H -1.89124 0.59150 2.22963
H 1.16330 0.24533 1.94418
H -0.74330 1.94801 1.50892
H -0.67805 -2.02559 -1.89074
H -2.01460 -0.40543 -0.94677
H 0.87139 -1.33973 1.40112
H 1.61644 -0.08758 0.29319
H -2.24692 1.50946 0.93664
H -0.02820 0.55533 -2.11410
H 0.64960 -1.74632 -0.91132
*
```

The SMILES is CC(C)=CN.O=C=CO. As for the HOMO energy: -8.06 eV.

b | 2 unconnected molecules or ions with the total composition C6H11NO2. Source: the OMol25 dataset; level of theory: the ωB97M-V functional and the def2-TZVPD basis.

ORCA input file:
```
! RIJCOSX wB97M-V def2-TZVPD def2/J DEFGRID3
* xyz 0 1
O 2.03157 -0.98235 -1.04363
O -3.03587 -0.85360 0.18179
N -0.32158 1.73110 -0.72742
C -1.99224 -0.52474 -0.76726
C -0.56230 -0.54398 -0.31876
C 0.80659 1.38284 0.32815
C -1.28482 0.73597 -0.23631
C 1.69124 -1.10284 0.37503
C 0.50582 -0.08068 0.72087
H 1.33292 -2.08067 0.42826
H -2.23411 -1.93531 1.00224
H -1.66883 0.74985 0.76294
H 2.51894 -1.07608 1.25379
H 0.29177 -0.07167 1.70010
H -2.36908 -1.03459 -1.66226
H 2.46006 -0.08395 -1.33253
H -0.71433 2.70359 -0.40388
H 0.10297 -0.59473 -1.25671
H 0.71699 2.08970 1.29368
H 1.72426 1.57212 -0.29810
*
```

As for the HOMO energy: -8.61 eV.

c | A molecular structure, C6H11NO2. Source: the OMol25 dataset; level of theory: the ωB97M-V functional and the def2-TZVPD basis.

ORCA input file:
```
! RIJCOSX wB97M-V def2-TZVPD def2/J DEFGRID3
* xyz 0 1
O 1.40021 0.21553 3.37557
O -0.69274 1.00642 3.34017
N -0.24892 0.10204 0.90872
C 0.20886 0.37212 -1.48178
C 0.96163 0.20255 0.34337
C -0.36614 1.52689 -1.77665
C -0.96662 -1.15973 0.82284
C 0.49798 -0.76654 -2.39004
C 0.39715 0.44772 2.75977
H -0.14335 -1.62479 -2.16916
H 1.53734 -1.09495 -2.29753
H -0.30119 -2.00244 0.60850
H -0.62201 2.25578 -1.01333
H 1.58737 -0.69276 0.30316
H -0.52896 1.83880 -2.81027
H 1.49014 1.14467 0.46492
H -1.47471 -1.34298 1.77177
H -1.34278 1.14700 2.63425
H 0.33797 -0.49377 -3.44250
H -1.73122 -1.08156 0.04823
*
```

As for the HOMO energy: -8.12 eV.

d | C6H11NO2 in the gas phase. Source: the OMol25 dataset; level of theory: the ωB97M-V functional and the def2-TZVPD basis.

ORCA input file:
```
! RIJCOSX wB97M-V def2-TZVPD def2/J DEFGRID3
* xyz 0 1
O -2.34411 -0.16206 0.17769
O 2.36756 -0.39497 0.26192
N -0.02515 -1.83753 0.31012
C 0.19206 0.19676 -1.00119
C -0.52077 1.18618 1.36286
C -1.77293 1.08934 0.41541
C 0.39423 -1.30589 -0.92387
C -0.28063 1.21543 -0.00336
C 1.64406 -0.39694 -1.00224
H 0.06200 -2.93872 0.49613
H 0.45059 -1.50268 1.22265
H 0.17999 -1.75990 -1.83067
H -0.18763 0.30607 2.06381
H -0.13673 2.17529 -0.42341
H -2.33246 2.06047 0.18964
H -0.02346 0.34308 -2.09429
H 2.61472 0.57131 0.47682
H 2.20889 -0.17229 -1.99463
H -0.63796 2.26581 1.81226
H -1.85227 -0.93877 0.48436
*
```

The SMILES is N[C@@H]1[C@H](O)[C@@H]1[C@@H]1C[C@@H]1O. As for the HOMO energy: -8.03 eV.

Stability summary: most stable a, least stable b.

a | 2 unconnected molecules or ions with the total composition C6H11NO2. Source: the OMol25 dataset; level of theory: the ωB97M-V functional and the def2-TZVPD basis.

ORCA input file:
```
! RIJCOSX wB97M-V def2-TZVPD def2/J DEFGRID3
* xyz 0 1
O 0.21461 1.01016 -1.47880
O 0.17000 1.67416 0.73415
N 1.28495 -1.26593 -0.71574
C -2.31278 0.36552 0.48193
C -1.98510 -0.20579 -0.67543
C 1.94505 -0.45463 1.52448
C 0.93912 1.07189 -0.23391
C 1.36901 -0.34719 0.14073
C -1.78867 -1.09825 -1.59573
H 1.26762 -0.00067 2.24588
H 2.88621 0.09346 1.57538
H -0.77848 1.17040 0.71216
H -0.82959 -1.18449 -2.08527
H 1.58728 -2.17723 -0.36887
H 2.11081 -1.49508 1.79847
H -2.32210 -0.22926 1.38654
H 1.85430 1.67568 -0.36462
H -2.93050 1.25519 0.48085
H -0.09612 1.90530 -1.66664
H -2.58561 -1.76324 -1.89557
*
```

The SMILES is [H]/N=C(\C)C(O)O.C=C=C. As for the HOMO energy: -9.44 eV.

b | C6H11NO2 in the gas phase. Source: the OMol25 dataset; level of theory: the ωB97M-V functional and the def2-TZVPD basis.

ORCA input file:
```
! RIJCOSX wB97M-V def2-TZVPD def2/J DEFGRID3
* xyz 0 1
O -1.69865 0.84329 2.01139
O 1.70072 -0.35020 1.54581
N 0.51961 0.35230 1.72542
C -0.99180 -0.35130 0.01963
C -0.87996 -1.86824 -0.05066
C 0.29885 0.44537 -0.64977
C 0.06645 1.91995 -0.87642
C -0.86856 0.17225 1.42323
C 1.19023 -0.20784 -1.44558
H 1.57545 -1.23544 1.14447
H 0.65970 1.14205 2.35616
H 0.04999 -2.24876 0.37822
H 0.92231 2.49192 -0.50451
H -0.04052 2.13863 -1.94225
H 1.64510 0.30923 -2.28428
H -0.83450 2.29097 -0.38002
H -0.93065 -2.19667 -1.09432
H -1.95094 -0.02068 -0.39261
H -1.69078 -2.33848 0.51536
H 1.25798 -1.28834 -1.49925
*
```

The SMILES is C=C(C)[C@@H](C)C(=O)NO. As for the HOMO energy: -8.81 eV.

c | C6H11NO2 in the gas phase. Source: the OMol25 dataset; level of theory: the ωB97M-V functional and the def2-TZVPD basis.

ORCA input file:
```
! RIJCOSX wB97M-V def2-TZVPD def2/J DEFGRID3
* xyz 0 1
O -0.81692 2.14577 0.78897
O -1.09461 0.49923 -1.12933
N 0.62416 2.31968 -1.00408
C -1.25744 -1.13707 1.10723
C 0.22934 -1.90141 -0.85196
C 1.81616 0.36878 1.04244
C -0.20726 -0.83454 0.09463
C -0.16609 1.57498 -0.10841
C 0.67543 0.25749 0.37595
H 2.23748 -0.46457 1.59399
H -1.66046 -0.17997 1.46359
H -2.03186 -1.79555 0.71094
H 0.30789 3.27734 -1.06970
H 2.30272 1.33684 1.08366
H 0.76063 1.87847 -1.90298
H 0.91652 -1.51159 -1.60125
H -0.62520 -2.37332 -1.33995
H 0.75860 -2.67116 -0.27293
H -1.98760 0.83254 -0.95012
H -0.78149 -1.62192 1.96930
*
```

As for the HOMO energy: -8.66 eV.

Stability summary: most stable c, least stable b.

a | A gas-phase ion, C5H10N (charge +1). Source: the OMol25 dataset; level of theory: the ωB97M-V functional and the def2-TZVPD basis.

ORCA input file:
```
! RIJCOSX wB97M-V def2-TZVPD def2/J DEFGRID3
* xyz 1 1
N 0.83511 0.56239 -1.71689
C 0.44513 0.83215 -0.32463
C -0.57363 0.00626 0.42662
C -0.89222 0.57843 1.79100
C 1.91970 -0.00429 -1.99198
C -1.14753 -1.31580 0.16642
H -1.25887 -0.24364 2.29607
H 0.02007 1.77143 -0.42313
H 1.43979 0.91257 0.23030
H 1.94196 -0.13591 -3.04218
H 2.84502 -0.29907 -1.36983
H -1.69984 1.16965 1.59493
H -1.29552 -1.47159 -0.96011
H -0.17301 1.25582 2.31574
H -2.05181 -1.56150 0.66832
H -0.35435 -2.05687 0.33935
*
```

As for the HOMO energy: -14.00 eV.

b | 2 unconnected molecules or ions with the total composition C5H10N. Source: the OMol25 dataset; level of theory: the ωB97M-V functional and the def2-TZVPD basis.

ORCA input file:
```
! RIJCOSX wB97M-V def2-TZVPD def2/J DEFGRID3
* xyz 1 1
N -1.18599 -0.24640 0.37680
C 2.59523 -0.70935 0.34324
C -0.74197 1.12699 0.14232
C -2.66551 -0.58283 -0.08221
C 0.00821 0.01334 -0.46661
C 3.38200 0.14719 -0.20274
H -1.02740 -0.40259 1.44321
H -0.54953 1.75976 1.01018
H 4.51334 0.06384 -0.05400
H 2.63662 -1.80719 0.68508
H -3.23518 -0.00365 0.74543
H 3.02350 1.05127 -0.66139
H -2.83853 -0.33495 -1.13498
H -1.34159 1.74949 -0.57851
H -2.52492 -1.67178 -0.00077
H -0.04828 -0.15314 -1.56504
*
```

As for the HOMO energy (spin up / spin down): -12.73 / -13.84 eV.

Stability summary: most stable a, least stable b.

a | A molecular structure, C5H10N. Source: the OMol25 dataset; level of theory: the ωB97M-V functional and the def2-TZVPD basis.

ORCA input file:
```
! RIJCOSX wB97M-V def2-TZVPD def2/J DEFGRID3
* xyz 1 1
N 0.20917 0.16344 0.08398
C -0.87549 -0.16347 -0.95286
C -0.93844 0.33345 0.97370
C -1.88425 -0.06045 0.01463
C 1.19504 -0.84268 0.42483
C 0.86809 1.43165 -0.21569
H 0.78711 -1.76704 0.59166
H -1.52546 -2.94877 -0.85755
H 0.03585 2.00715 -0.47508
H 1.19525 1.72768 0.70850
H -0.83770 0.79759 1.94020
H -2.90167 -0.07986 -0.09551
H -0.68501 -0.04288 -1.98205
H 1.62952 1.10396 -0.90593
H 1.86296 -0.49693 1.15643
H 1.86503 -1.16284 -0.40926
*
```

As for the HOMO energy (spin up / spin down): -14.44 / -13.50 eV.

b | A molecular structure, C5H10N. Source: the OMol25 dataset; level of theory: the ωB97M-V functional and the def2-TZVPD basis.

ORCA input file:
```
! RIJCOSX wB97M-V def2-TZVPD def2/J DEFGRID3
* xyz 1 1
N 0.32504 -0.03110 0.40699
C -1.07852 0.47664 0.54606
C -2.07585 0.58595 -0.52472
C 1.30951 0.95150 -0.17288
C 0.53947 -1.35982 -0.40045
C -2.31144 -0.31658 0.43818
H 1.26064 2.00250 0.18876
H 1.06484 1.04359 -1.24731
H 0.84326 -1.15149 -1.42341
H 1.36608 -1.96650 0.07611
H -2.52467 1.20045 -1.30805
H -2.49840 -1.21725 0.90854
H -0.32744 -1.97259 -0.36771
H 2.33128 0.47880 -0.08593
H 0.57768 -0.44062 1.40388
H -0.87878 1.41957 1.57982
*
```

As for the HOMO energy: -14.54 eV.

c | 2 unconnected molecules or ions with the total composition C5H10N. Source: the OMol25 dataset; level of theory: the ωB97M-V functional and the def2-TZVPD basis.

ORCA input file:
```
! RIJCOSX wB97M-V def2-TZVPD def2/J DEFGRID3
* xyz 1 1
N -1.60293 0.63526 0.07662
C -2.19262 -0.59150 0.01713
C -3.51429 -0.74264 -0.24559
C 2.67876 -0.10167 0.33366
C -0.16612 0.66187 0.17161
C 3.77289 -0.11521 -0.40942
H 2.35864 -0.97629 0.88938
H -2.07958 1.48884 -0.23202
H 4.32368 -1.04030 -0.36029
H 1.91533 0.66027 0.39113
H -3.92661 -1.73829 -0.23550
H -1.58390 -1.42384 0.34249
H 0.10650 1.26395 -0.69809
H -4.22183 0.06729 -0.35908
H 4.17349 0.79690 -0.82647
H -0.04139 1.15535 1.14445
*
```

As for the HOMO energy: -13.36 eV.

Stability summary: most stable b, least stable a.

a | C4H8N2S in the gas phase. Source: the OMol25 dataset; level of theory: the ωB97M-V functional and the def2-TZVPD basis.

ORCA input file:
```
! RIJCOSX wB97M-V def2-TZVPD def2/J DEFGRID3
* xyz 0 1
S -1.28404 -0.32809 -0.83865
N 0.84682 0.54357 0.45715
N 2.10969 -0.81343 -1.11675
C -0.30685 0.91389 -0.20131
C -1.36952 -1.69512 0.48083
C -0.76205 2.18615 -0.33569
C 1.99596 -0.21133 -0.01739
H 1.01148 1.14106 1.32404
H -2.03928 -2.44906 -0.06382
H -1.86366 2.27091 -0.54438
H 2.58999 -0.34104 0.93780
H -0.24132 3.07909 -0.15621
H -1.71770 -1.33916 1.40644
H -0.36766 -2.21394 0.48023
H 1.39814 -0.74352 -1.81228
*
```

The SMILES is [H]/N=C\NC(=C)SC. As for the HOMO energy: -8.43 eV.

b | C4H8N2S in the gas phase. Source: the OMol25 dataset; level of theory: the ωB97M-V functional and the def2-TZVPD basis.

ORCA input file:
```
! RIJCOSX wB97M-V def2-TZVPD def2/J DEFGRID3
* xyz 0 1
S 2.15523 0.04849 0.27141
N 0.19693 1.59184 -0.64022
N 0.68405 -0.72133 0.49499
C -0.70936 0.69969 -0.27659
C -1.54631 0.82251 0.95717
C 1.43918 1.48547 -0.48395
C 0.52852 -1.91599 -0.35700
H 0.51740 -1.90064 -1.47270
H 1.33068 -2.73466 0.04435
H -0.99962 0.97127 1.80938
H -1.07884 0.18979 -1.24823
H -2.15509 0.03083 0.94212
H -0.51354 -2.45953 -0.21665
H -2.09749 1.66760 0.92516
H 2.24826 2.22464 -0.74924
*
```

As for the HOMO energy: -7.93 eV.

c | C4H8N2S in the gas phase. Source: the OMol25 dataset; level of theory: the ωB97M-V functional and the def2-TZVPD basis.

ORCA input file:
```
! RIJCOSX wB97M-V def2-TZVPD def2/J DEFGRID3
* xyz 0 1
S 2.11539 0.53408 1.82532
N -0.13866 0.24932 -0.69546
N 0.62347 -0.89808 -0.92314
C 0.54539 -0.41926 1.36379
C 0.91201 -1.31155 0.28577
C -1.16418 0.55272 -1.69325
C -0.58841 0.27024 0.75515
H -0.73315 0.76314 -2.70503
H -1.53911 -0.08023 0.84497
H -1.48473 1.68131 -1.55394
H 2.38623 0.76000 0.56885
H -0.59678 1.31736 1.14255
H 1.59401 -2.21352 0.29473
H -2.20177 -0.13158 -1.69819
H 0.27028 -1.07395 2.18787
*
```

The SMILES is CN1C[C@H](S)C=N1. As for the HOMO energy: -8.34 eV.

Stability summary: most stable a, least stable b.